[1]
Molecular formula: C45H33GeI2NO3PW
Method: DFT, wB97M-V/def2-TZVPD

Geometry as XYZ:
```
87
Properties=species:S:1:pos:R:3:forces:R:3
W -0.421 -0.656 0.575 1.641 2.187 -0.399
O -2.002 -0.447 1.625 -2.807 -1.121 0.277
C -2.523 -0.866 0.465 0.220 0.161 -0.419
O -1.793 -1.887 -0.015 -2.564 -0.508 0.289
C -3.132 0.163 -0.373 -1.477 0.598 0.111
C -4.183 -0.078 -1.266 0.380 -0.105 0.330
C -4.786 0.981 -1.920 -0.063 0.160 -0.009
C -4.385 2.290 -1.682 0.016 -0.263 0.053
C -3.345 2.550 -0.800 0.221 -0.213 0.189
C -2.717 1.509 -0.135 0.075 -0.347 0.068
P -1.161 1.756 0.810 -1.152 1.195 -0.235
C -1.610 2.021 2.556 0.598 -0.282 -0.142
C -2.759 2.692 2.953 0.124 -0.077 -0.259
C -3.099 2.714 4.296 -0.023 -0.026 0.055
C -2.303 2.073 5.233 0.032 -0.004 -0.045
C -1.139 1.430 4.838 0.091 -0.082 -0.034
C -0.792 1.399 3.501 0.120 0.212 -0.236
C -0.474 3.309 0.166 0.358 -0.772 -0.066
C -0.061 4.342 1.007 -0.103 -0.203 0.129
C 0.591 5.441 0.469 -0.019 -0.026 0.058
C 0.857 5.501 -0.889 -0.003 -0.116 0.036
C 0.432 4.478 -1.727 -0.066 0.005 -0.083
C -0.228 3.384 -1.205 -0.153 -0.067 -0.074
H -4.539 -1.089 -1.408 -0.013 -0.074 -0.073
H -5.594 0.793 -2.606 -0.136 -0.076 -0.120
H -4.865 3.114 -2.184 -0.126 0.043 -0.091
H -3.010 3.566 -0.641 0.039 0.034 -0.035
H -3.392 3.171 2.220 -0.102 0.049 -0.031
H -4.003 3.213 4.606 -0.097 0.089 0.051
H -2.587 2.066 6.273 -0.047 0.061 0.110
H -0.509 0.939 5.564 0.057 -0.013 0.134
H 0.122 0.903 3.166 -0.215 0.132 0.272
H -0.258 4.286 2.068 0.050 0.027 0.074
H 0.903 6.246 1.115 0.033 0.077 0.096
H 1.409 6.335 -1.294 -0.034 0.118 -0.053
H 0.615 4.527 -2.788 0.078 0.023 -0.157
H -0.562 2.586 -1.865 0.121 0.089 0.035
I 3.899 1.892 1.042 0.047 -0.298 0.423
C 3.174 0.376 2.288 -1.609 0.107 -1.812
C 3.759 0.019 3.489 -0.102 -0.880 1.210
C 3.162 -0.924 4.320 0.696 0.340 0.349
I 4.058 -1.297 6.192 -0.188 0.044 -0.461
C 1.955 -1.586 3.963 -0.055 0.138 -0.406
C 1.230 -2.515 4.730 -0.844 -0.048 -0.793
C 0.021 -3.015 4.224 0.943 -0.018 0.864
C -0.463 -2.624 3.004 0.392 1.412 -2.072
N 0.210 -1.722 2.200 0.982 -1.915 3.638
C 1.402 -1.229 2.706 -0.246 -0.117 -0.362
C 1.985 -0.249 1.892 1.489 0.506 0.792
O 1.258 0.083 0.789 1.991 0.024 0.685
H 4.677 0.497 3.792 0.071 0.042 0.076
H 1.576 -2.829 5.702 0.122 -0.023 0.114
H -0.547 -3.728 4.798 -0.081 -0.067 0.076
H -1.404 -2.986 2.592 0.208 -0.014 0.182
C -1.581 0.016 -3.333 -0.144 0.114 0.879
Ge -0.287 -0.612 -1.911 1.359 -0.354 -4.493
C 1.418 0.091 -2.744 -0.778 -0.079 0.988
C 1.881 -0.442 -3.940 -0.189 0.097 0.111
C 2.899 0.197 -4.626 -0.006 -0.205 -0.135
C 3.451 1.365 -4.129 0.136 0.190 -0.017
C 3.005 1.889 -2.927 0.072 -0.075 0.057
C 2.007 1.233 -2.227 -0.060 0.138 0.124
C -0.104 -2.527 -2.459 -0.311 -0.357 0.101
C -0.673 -3.000 -3.628 0.107 0.878 0.665
C -0.380 -4.266 -4.144 0.395 -0.665 0.127
C 0.489 -5.094 -3.478 -0.434 0.304 -0.343
C 1.046 -4.699 -2.245 -0.022 0.301 0.114
C 1.883 -5.562 -1.510 0.171 0.109 0.356
C 2.382 -5.190 -0.289 -0.022 -0.204 -0.308
C 2.083 -3.926 0.234 -0.360 0.674 0.162
C 1.287 -3.063 -0.475 0.085 -0.217 0.182
C 0.737 -3.409 -1.723 -0.195 0.210 -0.289
H -1.095 -0.035 -4.306 0.315 -0.105 0.156
H -1.884 1.047 -3.176 -0.052 0.205 0.055
H -2.480 -0.592 -3.363 -0.053 -0.091 0.067
H 1.427 -1.337 -4.338 0.023 -0.143 -0.137
H 3.250 -0.221 -5.558 0.075 0.014 -0.066
H 4.234 1.867 -4.679 0.060 0.034 -0.055
H 3.428 2.801 -2.533 0.127 0.116 0.024
H 1.672 1.621 -1.270 0.107 0.055 -0.127
H -1.347 -2.368 -4.185 -0.058 0.060 -0.119
H -0.834 -4.579 -5.073 0.016 -0.035 -0.027
H 0.735 -6.061 -3.883 0.047 -0.164 -0.022
H 2.126 -6.527 -1.928 -0.006 -0.155 -0.010
H 3.006 -5.862 0.276 0.125 -0.100 0.041
H 2.482 -3.625 1.192 0.082 -0.032 0.121
H 1.081 -2.046 -0.055 0.518 -0.634 -0.496
```
Positions in Å, forces in eV/Å.

Properties
**Spin multiplicity**: 2
**HOMO-LUMO gap (alpha / beta)**: 5.030 / 4.486 eV
**E**: -5095.26134 a.u.
**HOMO (alpha / beta)**: -12.610 / -12.610 eV
**Net charge**: +2
**<S²>**: 0.761

These are the Löwdin partial charges, in e, on atoms 1 to 5:
1. W 1.52
2. O -0.19
3. C -0.45
4. O -0.13
5. C -0.19

---

[2]
Molecular formula: CHI3O
Method: DFT, wB97M-V/def2-TZVPD

Geometry as XYZ:
```
6
Properties=species:S:1:pos:R:3:forces:R:3
C -0.751 -0.279 -1.200 0.046 -0.546 -1.216
O -0.422 0.120 -2.208 -0.146 -0.138 0.504
I -0.972 1.910 0.738 1.539 0.858 -0.288
I 1.677 -0.955 0.965 0.382 -0.199 0.137
I -0.105 -2.744 1.730 -0.066 0.006 -0.004
H 0.574 1.947 -0.026 -1.754 0.019 0.866
```
Positions in Å, forces in eV/Å.

Properties
**HOMO-LUMO gap**: 7.583 eV
**E**: -1007.00593 a.u.
**ΔE to the lowest compared entry with this formula, charge and spin**: 0.436 eV
**HOMO**: -9.305 eV
**Net charge**: 0

These are the natural (NBO) partial charges, in e, on atoms 1 to 5:
1. C 0.47
2. O -0.53
3. I -0.06
4. I 0.00
5. I 0.02